# C36H91N5O12

A cluster of 7 separate species, C36H91N5O12 in total at a distorted geometry (ωB97M-V/def2-TZVPD, OMol25).

Geometry (Å):
C  -0.300  -8.588  10.662
O  0.765  -8.320  9.793
C  1.363  -9.479  9.264
C  2.370  -9.052  8.233
N  1.707  -8.521  7.049
C  2.595  -7.753  6.141
C  1.723  -6.960  5.206
O  1.149  -5.866  5.891
C  0.561  -4.911  5.061
H  -0.939  -9.391  10.256
H  -0.925  -7.712  10.811
H  0.043  -8.929  11.653
H  0.606  -10.149  8.820
H  1.848  -10.078  10.055
H  2.964  -9.934  7.953
H  3.073  -8.320  8.677
H  0.986  -7.877  7.386
H  3.186  -8.471  5.565
H  3.241  -7.098  6.758
H  0.924  -7.644  4.859
H  2.264  -6.670  4.290
H  1.287  -4.568  4.325
H  0.248  -4.062  5.664
H  -0.336  -5.313  4.573
C  8.740  -2.843  7.123
O  8.182  -3.998  7.648
C  9.080  -4.945  8.154
C  8.344  -6.138  8.612
N  7.461  -5.879  9.723
C  6.905  -7.080  10.297
C  5.924  -7.810  9.380
O  6.673  -8.787  8.677
C  5.893  -9.721  7.894
H  9.595  -3.029  6.447
H  9.158  -2.160  7.887
H  7.994  -2.296  6.548
H  9.688  -4.504  8.953
H  9.720  -5.168  7.286
H  9.063  -6.932  8.806
H  7.733  -6.476  7.749
H  6.702  -5.213  9.569
H  6.384  -6.751  11.202
H  7.678  -7.789  10.583
H  5.457  -7.098  8.676
H  5.099  -8.263  9.958
H  5.199  -10.278  8.544
H  6.620  -10.476  7.580
H  5.463  -9.167  7.059
C  6.859  -7.067  0.600
O  7.932  -6.752  1.462
C  9.121  -7.381  1.088
C  10.167  -7.095  2.106
N  10.613  -5.682  2.035
C  11.743  -5.408  2.893
C  11.436  -5.408  4.379
O  12.478  -4.892  5.160
C  12.798  -3.528  4.946
H  6.853  -8.110  0.251
H  6.940  -6.509  -0.349
H  5.938  -6.803  1.112
H  9.472  -7.055  0.102
H  8.957  -8.467  1.047
H  11.049  -7.739  2.038
H  9.685  -7.388  3.066
H  9.824  -5.154  2.429
H  12.180  -4.446  2.615
H  12.578  -6.105  2.739
H  11.244  -6.425  4.720
H  10.509  -4.834  4.559
H  13.104  -3.277  3.920
H  13.677  -3.351  5.572
H  12.004  -2.818  5.221
C  7.577  -8.762  4.273
O  6.407  -9.558  4.586
C  5.800  -10.181  3.442
C  4.660  -11.009  3.969
N  5.159  -12.180  4.708
C  4.048  -12.905  5.392
C  4.537  -13.917  6.397
O  5.319  -14.905  5.801
C  5.849  -15.733  6.775
H  8.397  -9.441  3.996
H  7.788  -8.213  5.186
H  7.370  -8.063  3.455
H  6.516  -10.815  2.901
H  5.384  -9.404  2.778
H  4.077  -11.377  3.113
H  4.029  -10.356  4.597
H  5.796  -11.807  5.422
H  3.519  -13.420  4.575
H  3.329  -12.214  5.874
H  3.630  -14.385  6.819
H  5.055  -13.378  7.209
H  5.061  -16.225  7.352
H  6.478  -15.159  7.469
H  6.486  -16.447  6.263
C  4.872  -1.404  -0.299
O  5.469  -2.470  -1.021
C  6.886  -2.388  -1.114
C  7.491  -3.147  0.050
N  8.944  -3.155  0.076
C  9.648  -1.887  0.136
C  9.342  -0.989  1.318
O  8.073  -0.421  1.218
C  7.643  0.154  2.442
H  5.394  -1.173  0.646
H  3.835  -1.666  -0.100
H  4.903  -0.446  -0.854
H  7.266  -1.368  -1.160
H  7.122  -2.939  -2.029
H  7.061  -4.148  0.116
H  7.092  -2.672  0.966
H  9.263  -3.828  0.750
H  9.507  -1.337  -0.796
H  10.701  -2.164  0.250
H  10.093  -0.186  1.399
H  9.413  -1.609  2.231
H  6.577  0.363  2.363
H  8.246  1.034  2.690
H  7.720  -0.585  3.263
C  5.808  -3.512  3.595
C  7.098  -4.194  4.029
C  6.805  -5.494  4.791
O  7.951  -4.391  2.892
H  6.080  -2.600  3.053
H  5.163  -3.219  4.427
H  5.210  -4.148  2.940
H  7.639  -3.578  4.755
H  6.295  -5.292  5.730
H  7.746  -6.010  4.975
H  6.134  -6.128  4.196
H  7.624  -5.202  2.413
C  2.634  -4.751  8.603
C  4.042  -4.184  8.328
C  4.080  -2.789  7.744
O  4.870  -4.290  9.501
H  2.011  -4.769  7.706
H  2.151  -4.183  9.409
H  2.702  -5.797  8.918
H  4.462  -4.821  7.535
H  3.637  -2.820  6.742
H  5.107  -2.462  7.627
H  3.483  -2.077  8.325
H  4.519  -3.646  10.129

Properties
ΔE to the lowest compared entry with this formula, charge and spin	0.0	kJ/mol
SMILES	COCCNCCOC.COCCNCCOC.COCCNCCOC.COCCNCCOC.COCCNCCOC.CC(C)O.CC(C)O
energy	-2602.64542	hartree
HOMO	-8.01	eV
total charge	0
gap between HOMO and LUMO	0.311	Ha